No. 1
{"formula": "C16H44ClN3O3", "method": "wB97M-V/def2-TZVPD", "species": ["Cl", "C", "C", "N", "C", "C", "C", "C", "C", "O", "C", "H", "H", "H", "H", "H", "H", "H", "H", "H", "H", "H", "H", "H", "H", "H", "H", "H", "H", "H", "H", "C", "C", "C", "O", "C", "N", "H", "H", "H", "H", "H", "H", "H", "H", "H", "H", "H", "H", "C", "C", "C", "O", "C", "N", "H", "H", "H", "H", "H", "H", "H", "H", "H", "H", "H", "H"], "xyz": [[-23.05703, 1.37424, 4.13408], [-18.84109, 2.48210, 2.41444], [-20.22497, 2.82963, 1.95690], [-20.73601, 4.28938, 2.22104], [-20.83450, 4.65069, 3.73757], [-19.74976, 5.28872, 1.45066], [-20.06594, 6.80849, 1.53663], [-22.19660, 4.48002, 1.71647], [-22.45055, 4.16866, 0.22852], [-21.74954, 5.06002, -0.67781], [-21.82120, 4.61467, -2.06267], [-18.60927, 2.82700, 3.42211], [-18.05183, 2.91959, 1.80306], [-18.66570, 1.42023, 2.24188], [-20.99512, 2.22011, 2.42959], [-20.20753, 2.66947, 0.87887], [-19.81971, 4.69522, 4.13295], [-21.51727, 3.95761, 4.22906], [-21.20497, 5.67046, 3.63318], [-19.74898, 4.91004, 0.42856], [-18.83260, 5.07162, 1.99819], [-19.46933, 7.28759, 0.76034], [-19.77197, 7.25493, 2.48655], [-21.11929, 7.08490, 1.58277], [-22.44607, 5.52076, 1.92320], [-22.71091, 3.71672, 2.30039], [-23.53118, 4.20076, 0.08952], [-22.16421, 3.15690, -0.05858], [-21.25721, 3.70215, -2.25585], [-21.28464, 5.40877, -2.58192], [-22.86953, 4.57442, -2.35847], [-23.63508, 4.06514, 7.56437], [-24.74158, 3.05180, 7.38962], [-25.61148, 2.83957, 8.62017], [-26.28792, 1.57436, 8.46019], [-27.05116, 1.23888, 9.60235], [-25.58491, 3.30555, 6.13090], [-26.31282, 2.60561, 6.11310], [-26.03593, 4.20726, 6.19095], [-24.94154, 3.15995, 5.36605], [-22.82672, 4.11435, 6.83484], [-23.05779, 3.80297, 8.45100], [-23.99275, 5.09073, 7.65583], [-24.15048, 2.17014, 7.14185], [-26.36168, 3.60677, 8.81178], [-24.85221, 2.79355, 9.40086], [-26.52596, 1.00106, 10.52739], [-27.59830, 0.32215, 9.38243], [-27.78808, 1.94691, 9.98150], [-19.91092, 0.90840, 6.62660], [-20.55942, -0.33673, 7.19736], [-21.22638, -0.09835, 8.53707], [-22.20559, -1.06211, 8.80554], [-22.75628, -1.09291, 10.09218], [-21.65730, -0.81997, 6.24143], [-22.36109, -1.19491, 6.86127], [-22.13004, -0.06883, 5.75935], [-21.36892, -1.43233, 5.49180], [-19.28223, 0.58853, 5.79561], [-19.34732, 1.45891, 7.37987], [-20.68683, 1.54825, 6.20629], [-19.82899, -1.14578, 7.19512], [-21.71639, 0.87498, 8.56166], [-20.42442, -0.01763, 9.27087], [-23.25039, -2.03169, 10.34248], [-23.51428, -0.31374, 10.17238], [-21.99618, -0.93238, 10.85675]], "forces_ev_per_a": [[0.1, 0.4, 0.7], [0.9, 0.7, 0.1], [-1.0, 0.9, -0.1], [0.3, 0.6, -0.6], [0.7, 0.3, -2.4], [-0.9, -0.4, 1.6], [0.0, -0.8, 1.0], [1.4, -1.0, -1.0], [1.0, 0.3, -0.6], [-0.6, -1.0, 0.7], [0.3, 1.2, 0.9], [-0.1, -0.6, 0.2], [-0.2, 0.3, -0.2], [-0.3, -0.1, 0.6], [0.1, -0.2, 0.0], [-0.6, 0.2, 0.0], [-0.2, -0.3, 0.2], [0.2, 0.0, -0.1], [-0.2, -0.1, 0.8], [0.1, 0.2, 0.2], [0.3, 0.2, -0.5], [-0.5, 0.1, -0.1], [0.7, -0.3, 0.1], [-0.1, -0.2, -1.2], [-0.2, -0.3, 0.2], [-0.6, 0.4, 0.1], [-0.2, 0.3, -0.1], [0.1, -0.3, 0.4], [-0.3, -0.3, 0.3], [-0.3, 0.0, -0.3], [0.1, -0.2, -0.3], [0.3, 1.2, 0.3], [0.6, -0.1, -0.6], [0.3, -1.4, -0.7], [0.5, 1.3, 0.4], [-1.0, -1.2, 0.9], [0.7, -0.5, 1.8], [-0.3, -0.5, -0.2], [0.1, 0.5, -0.4], [0.1, 0.1, -1.0], [-0.5, -0.5, -0.7], [-0.4, 0.1, 0.4], [-0.1, 0.1, 0.3], [-0.8, -0.7, 0.1], [0.2, 0.4, 0.0], [-0.4, 0.0, 0.6], [1.1, 0.0, -0.3], [0.0, 0.1, -0.3], [-0.1, 0.7, -0.8], [-0.3, -0.2, -0.4], [-0.4, -0.3, -0.9], [-0.1, 0.5, 0.5], [0.6, -1.2, -1.1], [-0.3, 0.6, 1.1], [0.5, 0.6, 0.7], [-0.5, -1.1, 0.2], [-0.4, 1.3, -0.7], [0.2, -0.6, 0.1], [0.3, 0.3, 0.1], [0.1, -0.2, -0.1], [0.0, 0.2, 0.1], [-0.2, -0.1, 0.5], [0.0, 0.5, -0.3], [0.0, -0.4, 0.4], [0.2, -0.2, -0.6], [-0.1, 0.2, 0.2], [0.1, 0.1, 0.0]], "mulliken_charge": [-0.703, -1.436, -0.090, 0.087, -0.940, -0.465, -1.363, -0.457, -0.842, -0.287, -0.789, 0.309, 0.395, 0.407, 0.362, 0.239, 0.434, 0.198, 0.483, 0.513, 0.528, 0.358, 0.437, 0.309, 0.461, 0.242, 0.473, 0.423, 0.327, 0.263, 0.329, -1.493, 0.535, -0.667, -0.331, -0.831, -0.077, 0.395, 0.382, 0.165, 0.169, 0.405, 0.440, 0.079, 0.415, 0.377, 0.322, 0.325, 0.330, -1.190, 0.282, -0.686, -0.411, -0.671, 0.032, 0.402, -0.204, 0.401, 0.417, 0.398, 0.194, 0.363, 0.222, 0.501, 0.287, 0.188, 0.334], "lumo_energy_ha": -0.1709, "gap_ev": 9.632, "charge": 2, "homo_energy_ev": -14.284, "relative_energy_kj_mol": 123.5}

---

No. 2
{"formula": "C16H44ClN3O3", "method": "wB97M-V/def2-TZVPD", "species": ["Cl", "C", "C", "N", "C", "C", "C", "C", "C", "O", "C", "H", "H", "H", "H", "H", "H", "H", "H", "H", "H", "H", "H", "H", "H", "H", "H", "H", "H", "H", "H", "C", "C", "C", "O", "C", "N", "H", "H", "H", "H", "H", "H", "H", "H", "H", "H", "H", "H", "C", "C", "C", "O", "C", "N", "H", "H", "H", "H", "H", "H", "H", "H", "H", "H", "H", "H"], "xyz": [[1.69461, 0.01514, -1.03552], [-0.83583, 3.55467, 1.30701], [-0.88109, 3.14541, 2.77904], [-0.72376, 1.64875, 3.07013], [-1.92746, 0.96834, 2.53624], [0.47369, 1.14146, 2.28792], [1.79672, 1.86855, 2.54577], [-0.53936, 1.39801, 4.54131], [-1.63838, 1.94925, 5.43966], [-1.73282, 3.33973, 5.47539], [-1.53903, 3.92629, 6.75001], [-1.19057, 4.58445, 1.38781], [-1.54444, 3.02441, 0.67096], [0.14909, 3.53941, 0.84890], [-1.87584, 3.34164, 3.16706], [-0.11252, 3.72627, 3.27924], [-2.88133, 1.38262, 2.84946], [-1.86153, -0.05908, 2.89255], [-1.84384, 0.89620, 1.46063], [0.18636, 1.22920, 1.24201], [0.62580, 0.07181, 2.43538], [2.20237, 1.59873, 3.51737], [1.64034, 2.93525, 2.40388], [2.49580, 1.53923, 1.77857], [0.42834, 1.82819, 4.79857], [-0.42007, 0.31958, 4.64600], [-1.40746, 1.53537, 6.42769], [-2.61764, 1.52023, 5.20562], [-0.70481, 3.48417, 7.30374], [-2.44294, 3.84967, 7.35522], [-1.26493, 4.97513, 6.65646], [-3.75394, -0.70728, -1.98286], [-2.47556, -0.57634, -1.15812], [-2.37228, -1.70400, -0.17379], [-1.38243, -1.40668, 0.81284], [-0.67674, -2.53008, 1.35992], [-1.33653, -0.76819, -2.15183], [-0.40438, -0.66315, -1.69483], [-1.37348, -1.73993, -2.46607], [-1.37672, -0.15975, -2.96929], [-4.68780, -0.66753, -1.42596], [-3.77996, -1.62531, -2.57395], [-3.82182, 0.11606, -2.69948], [-2.31705, 0.40171, -0.71473], [-2.20259, -2.69655, -0.60560], [-3.28307, -1.77957, 0.43161], [-0.36281, -2.24246, 2.35946], [0.17268, -2.75211, 0.71228], [-1.36100, -3.37962, 1.42004], [2.48705, -0.30833, -4.84883], [2.38809, -1.82152, -4.69430], [3.03601, -2.56915, -5.83133], [3.16170, -3.94294, -5.50374], [3.78418, -4.70001, -6.52077], [3.09339, -2.17721, -3.40722], [2.69498, -1.57215, -2.67257], [2.99761, -3.16607, -3.17079], [4.08598, -1.93447, -3.44988], [2.23057, -0.01119, -5.86749], [3.51052, 0.05440, -4.72622], [1.84272, 0.23057, -4.15687], [1.33477, -2.08767, -4.61528], [4.05591, -2.19271, -5.97571], [2.38843, -2.52586, -6.70924], [3.34274, -4.60720, -7.51704], [3.83937, -5.72404, -6.16862], [4.81402, -4.34170, -6.66783]], "forces_ev_per_a": [[-0.5, -0.6, -0.6], [-0.5, 0.1, 0.5], [-0.3, -0.4, -0.6], [0.5, 0.9, -0.6], [0.2, -1.2, 0.3], [0.6, -0.2, -0.5], [-0.9, -0.3, -0.2], [0.2, 0.4, -0.3], [-0.2, -0.8, 0.6], [0.5, 0.3, -0.3], [0.2, 0.2, 0.7], [0.2, 0.1, -0.5], [0.0, 0.0, 0.0], [0.0, 0.0, 0.1], [0.2, 0.5, 0.2], [-0.2, -0.3, 0.5], [0.2, 0.4, 0.1], [-0.2, 0.0, 0.0], [-0.1, 0.3, 0.0], [0.1, 0.1, 0.0], [-0.4, 0.0, 0.4], [0.1, 0.3, 0.1], [0.4, 0.1, 0.3], [0.0, -0.1, 0.0], [-0.1, 0.2, 0.1], [-0.3, -0.1, 0.1], [0.0, 0.1, 0.1], [0.0, 0.0, -0.3], [-0.1, -0.3, -0.1], [0.0, 0.0, 0.0], [-0.3, 0.0, -0.4], [-0.2, 0.7, -0.5], [-0.3, -0.9, -1.3], [0.2, -0.1, 2.4], [0.5, 0.2, -0.6], [-0.6, 0.3, -0.6], [0.3, -0.4, 0.5], [0.5, 0.5, 0.2], [-0.1, 0.1, -0.2], [-0.1, 0.1, 0.1], [0.2, 0.0, 0.4], [0.2, -0.1, 0.2], [0.1, 0.0, 0.0], [-0.2, 0.0, 0.2], [0.0, 0.2, -0.4], [-0.4, 0.0, -0.7], [0.2, -0.1, 0.0], [0.1, -0.2, 0.2], [0.2, -0.1, 0.2], [0.2, 0.2, -0.6], [0.2, 0.6, -0.1], [0.3, -1.1, 0.0], [-0.7, 0.3, 0.6], [1.2, 0.2, -0.3], [-0.4, 0.3, 0.0], [-0.2, 0.0, 0.6], [0.1, 0.0, -0.1], [0.0, -0.2, -0.2], [-0.2, -0.1, 0.0], [0.0, -0.1, 0.2], [0.1, -0.1, 0.1], [0.1, -0.4, 0.3], [-0.2, 0.4, -0.5], [0.3, 0.6, -0.2], [-0.6, -0.1, 0.3], [-0.2, -0.1, -0.2], [0.0, -0.1, 0.2]], "mulliken_charge": [-0.787, -1.382, -0.796, 0.897, -1.214, -0.144, -1.407, -0.397, -0.985, -0.295, -0.817, 0.446, 0.257, 0.360, 0.647, 0.556, 0.347, 0.466, 0.171, 0.261, 0.088, 0.398, 0.305, 0.383, 0.310, 0.502, 0.587, 0.346, 0.368, 0.297, 0.281, -1.477, 0.596, -1.046, 0.060, -0.920, -0.050, -0.099, 0.389, 0.408, 0.389, 0.387, 0.442, -0.004, 0.619, 0.336, 0.249, 0.253, 0.449, -1.363, 0.366, -0.883, -0.332, -0.741, -0.057, 0.067, 0.382, 0.398, 0.411, 0.413, 0.358, 0.200, 0.414, 0.444, 0.301, 0.265, 0.327], "lumo_energy_ha": -0.1827, "gap_ev": 9.178, "charge": 2, "homo_energy_ev": -14.148, "relative_energy_kj_mol": 48.9}

---

No. 3
{"formula": "C16H44ClN3O3", "method": "wB97M-V/def2-TZVPD", "species": ["Cl", "C", "C", "N", "C", "C", "C", "C", "C", "O", "C", "H", "H", "H", "H", "H", "H", "H", "H", "H", "H", "H", "H", "H", "H", "H", "H", "H", "H", "H", "H", "C", "C", "C", "O", "C", "N", "H", "H", "H", "H", "H", "H", "H", "H", "H", "H", "H", "H", "C", "C", "C", "O", "C", "N", "H", "H", "H", "H", "H", "H", "H", "H", "H", "H", "H", "H"], "xyz": [[2.36166, 0.42345, -0.48525], [0.03521, 2.26618, -3.02854], [-0.39299, 2.66315, -1.64493], [-1.67896, 1.94870, -1.16258], [-1.95293, 2.52436, 0.18282], [-2.83306, 2.16193, -2.08660], [-3.09217, 3.62086, -2.44456], [-1.36375, 0.48149, -1.00486], [-2.47146, -0.38001, -0.47263], [-3.46279, -0.58743, -1.43392], [-4.56394, -1.32707, -0.95506], [0.83387, 2.90536, -3.39617], [-0.78806, 2.22729, -3.73530], [0.49406, 1.27621, -2.97619], [-0.59361, 3.72291, -1.51856], [0.32793, 2.36193, -0.88353], [-1.23566, 2.13318, 0.89519], [-2.96303, 2.30996, 0.53225], [-1.94207, 3.60489, 0.08542], [-3.72386, 1.70891, -1.65867], [-2.69167, 1.55123, -2.97654], [-2.95889, 4.29689, -1.60193], [-4.14542, 3.73944, -2.69910], [-2.51478, 3.94299, -3.30762], [-0.44699, 0.36794, -0.41637], [-1.00306, 0.17224, -1.98631], [-2.85302, -0.00939, 0.49041], [-2.04155, -1.36254, -0.20995], [-4.33088, -2.35522, -0.66273], [-5.32408, -1.36333, -1.73229], [-5.03452, -0.81300, -0.10648], [3.46090, -3.72684, -0.57896], [2.48812, -3.75245, -1.74094], [1.74716, -5.06695, -1.94286], [0.81611, -5.15837, -0.88170], [-0.20593, -6.12386, -1.10621], [1.46732, -2.67002, -1.50970], [0.70820, -3.02275, -0.91838], [1.88406, -1.83725, -1.06153], [1.07744, -2.39020, -2.40946], [4.03608, -2.79915, -0.63971], [4.13180, -4.57660, -0.51689], [2.91081, -3.65873, 0.36441], [2.98330, -3.50053, -2.67898], [2.49269, -5.86299, -1.89062], [1.19567, -5.05081, -2.89000], [-0.78603, -5.86632, -2.00131], [-0.90689, -6.05052, -0.27819], [0.20170, -7.12955, -1.19435], [1.38131, 0.88391, 4.94085], [1.17994, 1.01924, 3.44497], [1.16047, 2.45586, 2.94320], [2.43947, 3.01752, 3.04072], [2.56891, 4.02890, 4.06290], [2.34051, 0.36867, 2.74921], [2.31654, 0.54290, 1.71967], [3.16601, 0.87078, 3.09400], [2.41939, -0.63248, 2.90637], [1.32197, -0.13738, 5.31608], [0.61024, 1.45455, 5.46142], [2.33325, 1.31158, 5.26292], [0.26354, 0.50633, 3.14842], [0.38105, 3.03736, 3.44066], [0.91804, 2.41820, 1.87103], [2.47820, 3.57036, 5.04494], [1.82987, 4.81019, 3.87758], [3.53927, 4.50389, 3.95102]], "forces_ev_per_a": [[-0.5, -0.5, 0.4], [0.4, -0.8, 0.1], [-0.5, -0.2, 0.5], [0.6, -0.1, 0.5], [-0.9, 0.4, 0.0], [-0.8, 0.1, -0.5], [-0.3, -0.1, 0.0], [0.6, 0.0, -0.7], [0.1, -0.9, 0.3], [0.1, 0.2, -0.2], [-0.9, 0.1, 0.3], [-0.2, 0.3, 0.0], [0.0, 0.2, -0.2], [0.0, 0.0, -0.1], [0.0, 0.1, -0.2], [0.3, 0.1, -0.2], [0.2, 0.2, 0.0], [0.1, -0.4, -0.2], [0.4, 0.0, 0.3], [0.2, 0.1, 0.5], [0.4, 0.1, 0.0], [0.2, 0.1, -0.1], [0.0, -0.2, -0.2], [0.2, 0.2, 0.1], [-0.2, 0.4, 0.4], [-0.6, -0.3, -0.1], [-0.2, 0.2, -0.2], [0.2, 0.1, 0.0], [0.3, 0.1, 0.0], [0.2, 0.0, -0.2], [0.2, -0.1, 0.1], [-0.2, 0.8, 0.4], [0.3, -0.4, -0.1], [-0.3, 0.5, 0.6], [0.0, 0.1, 0.1], [-0.4, 0.3, -0.1], [0.0, 0.1, -0.3], [0.1, -0.3, 0.0], [0.1, 0.5, 0.0], [-0.1, 0.2, 0.1], [0.2, -0.2, 0.0], [0.0, -0.1, -0.3], [0.0, -0.3, 0.0], [0.1, 0.0, 0.1], [-0.2, -0.2, -0.3], [0.2, -0.2, -0.1], [0.2, -0.1, -0.1], [0.2, -0.2, 0.2], [0.0, 0.0, 0.0], [-0.1, 0.3, 0.4], [-0.1, -0.3, 0.5], [0.0, -0.1, -0.7], [0.2, 0.3, 0.4], [0.0, 0.0, -0.6], [0.0, 0.6, -0.2], [0.0, -0.3, -0.4], [0.1, -0.2, -0.1], [0.1, 0.0, 0.2], [0.0, -0.1, -0.2], [0.0, -0.1, 0.0], [0.1, -0.1, -0.1], [0.1, 0.0, -0.2], [0.1, 0.0, 0.2], [0.0, 0.1, 0.1], [-0.1, 0.2, 0.2], [-0.2, -0.1, 0.3], [0.1, -0.3, 0.0]], "mulliken_charge": [-0.736, -1.298, 0.136, 0.235, -1.108, -0.585, -1.253, -0.131, -0.882, -0.352, -0.798, 0.436, 0.322, 0.276, 0.512, -0.042, 0.246, 0.377, 0.564, 0.485, 0.519, 0.301, 0.411, 0.349, 0.021, 0.398, 0.350, 0.515, 0.319, 0.269, 0.343, -1.383, 0.178, -0.687, -0.356, -0.790, -0.013, 0.386, -0.048, 0.358, 0.416, 0.388, 0.330, 0.387, 0.400, 0.432, 0.341, 0.253, 0.314, -1.557, 0.313, -0.281, -0.412, -0.704, 0.019, -0.106, 0.437, 0.351, 0.420, 0.380, 0.382, 0.283, 0.571, -0.079, 0.277, 0.328, 0.273], "lumo_energy_ha": -0.1840, "gap_ev": 9.637, "charge": 2, "homo_energy_ev": -14.643, "relative_energy_kj_mol": 2.2}